(1)
{"formula": "C5H7ClINO2", "method": "the ωB97M-V functional and the def2-TZVPD basis", "elements": ["C", "C", "C", "C", "C", "N", "O", "O", "Cl", "I", "H", "H", "H", "H", "H", "H", "H"], "positions_angstrom": [[1.9001, 0.4828, 0.2469], [-0.7749, -1.0108, 0.4601], [1.1409, -0.2593, -0.7990], [-0.7008, 1.3706, -0.4306], [-1.6092, 0.1716, -0.1345], [0.3750, -1.3319, -0.4236], [2.0094, -0.0594, 1.5252], [2.3476, 1.5899, 0.1288], [-1.1689, 2.1994, -1.9334], [-3.0373, 0.7629, 1.4111], [-0.2832, -0.5804, 1.4105], [-1.3459, -1.9415, 0.7121], [1.5897, -0.0690, -1.7958], [-0.0009, 1.8896, 0.2469], [-2.2895, -0.1925, -0.9846], [1.8422, -1.0923, 1.6011], [0.0058, -1.9296, -1.2412]], "mulliken_charge": [0.36, -0.79, -0.20, -0.22, -0.47, -0.32, -0.53, -0.56, -0.17, 0.07, 0.41, 0.41, 0.36, 0.46, 0.48, 0.37, 0.32], "homo_ha": [-0.3013, -0.2991], "total_energy_ev": -31503.7761}



(2)
{"formula": "C50H51AsHgN4OPS5Si", "method": "the ωB97M-V functional and the def2-TZVPD basis", "elements": ["Hg", "C", "N", "C", "C", "C", "C", "C", "C", "N", "C", "C", "C", "C", "C", "C", "N", "C", "C", "C", "C", "C", "N", "H", "H", "H", "H", "H", "H", "H", "H", "H", "H", "H", "H", "H", "H", "H", "H", "H", "H", "S", "C", "S", "C", "C", "S", "S", "S", "C", "C", "As", "C", "C", "C", "C", "C", "C", "C", "C", "C", "C", "C", "C", "P", "C", "C", "C", "C", "C", "C", "C", "C", "C", "C", "C", "C", "H", "H", "H", "H", "H", "H", "H", "H", "H", "H", "H", "H", "H", "H", "H", "H", "H", "H", "H", "H", "H", "H", "H", "H", "C", "Si", "C", "C", "O", "H", "H", "H", "H", "H", "H", "H", "H", "H"], "positions_angstrom": [[-0.3012, 0.1388, 0.8007], [1.3343, -0.3615, -2.1958], [0.2181, -1.1777, -1.7130], [0.6087, -2.5834, -1.7242], [-0.3037, -3.4825, -0.9338], [-1.1519, -4.3871, -1.5582], [-1.9632, -5.1939, -0.7784], [-1.9116, -5.0518, 0.5952], [-1.0363, -4.1174, 1.1303], [-0.2255, -3.3690, 0.3916], [-0.9812, -0.9867, -2.5187], [-1.6805, 0.3445, -2.3911], [-2.2158, 0.9642, -3.5161], [-3.0117, 2.0830, -3.3548], [-3.2407, 2.5666, -2.0755], [-2.6378, 1.9112, -1.0164], [-1.8857, 0.8248, -1.1683], [1.1881, 1.0981, -1.9201], [1.3808, 2.0254, -2.9122], [1.3287, 3.4028, -2.6442], [1.0546, 3.7591, -1.2914], [0.8808, 2.7900, -0.3488], [0.9580, 1.4409, -0.6013], [1.4682, -0.5127, -3.2820], [2.2382, -0.7315, -1.6984], [1.6015, -2.6523, -1.2753], [0.6892, -2.9572, -2.7629], [-1.1880, -4.4323, -2.6402], [-2.6556, -5.8879, -1.2392], [-2.5626, -5.6189, 1.2464], [-0.9904, -3.9533, 2.2005], [-1.7229, -1.7285, -2.2030], [-0.7504, -1.1569, -3.5868], [-2.0092, 0.5613, -4.4999], [-3.4495, 2.5724, -4.2166], [-3.8726, 3.4250, -1.8932], [-2.7628, 2.2663, 0.0006], [1.5665, 1.6641, -3.9199], [1.4653, 4.1422, -3.4210], [0.9794, 4.7971, -0.9896], [0.6762, 3.0434, 0.6842], [-6.8806, 2.4227, 1.2022], [-5.6998, 1.2431, 1.0776], [-4.3487, 1.1133, 2.1132], [-3.5733, -0.2904, 1.3951], [-4.2134, -0.8479, 0.3306], [-3.8240, -2.2115, -0.6329], [-5.6897, 0.0114, -0.1144], [-2.0861, -0.7702, 2.1934], [3.1607, -2.6269, 1.1968], [4.1904, -2.1686, 0.1785], [5.3823, -3.5999, -0.4823], [4.0240, -5.0084, -0.5177], [3.2602, -5.0916, -1.6791], [2.1304, -5.8972, -1.7319], [1.7617, -6.6455, -0.6243], [2.5371, -6.5970, 0.5262], [3.6587, -5.7812, 0.5816], [6.2794, -4.0673, 1.1926], [6.3620, -3.1904, 2.2701], [7.0620, -3.5428, 3.4177], [7.6915, -4.7752, 3.5025], [7.6225, -5.6552, 2.4296], [6.9266, -5.2994, 1.2843], [2.0624, -1.2676, 1.8147], [1.3369, -2.1150, 3.2737], [1.4559, -3.4814, 3.5234], [0.8505, -4.0509, 4.6374], [0.1154, -3.2637, 5.5114], [-0.0256, -1.9060, 5.2569], [0.5743, -1.3358, 4.1452], [3.3610, -0.2371, 2.5972], [3.6651, 0.9832, 1.9971], [4.6972, 1.7662, 2.4952], [5.4211, 1.3465, 3.6045], [5.1110, 0.1397, 4.2168], [4.0855, -0.6496, 3.7114], [3.6640, -3.0915, 2.0503], [2.4937, -3.3720, 0.7606], [4.8315, -1.3813, 0.5825], [3.7241, -1.7441, -0.7120], [3.5296, -4.4912, -2.5424], [1.5229, -5.9196, -2.6278], [0.8608, -7.2450, -0.6498], [2.2466, -7.1698, 1.3987], [4.2285, -5.7190, 1.5010], [5.8691, -2.2264, 2.2413], [7.1006, -2.8481, 4.2479], [8.2300, -5.0520, 4.4005], [8.1109, -6.6207, 2.4861], [6.8737, -5.9950, 0.4530], [1.9971, -4.1237, 2.8405], [0.9462, -5.1167, 4.8123], [-0.3612, -3.7100, 6.3764], [-0.6258, -1.2861, 5.9116], [0.4407, -0.2832, 3.9103], [3.0586, 1.3255, 1.1651], [4.9184, 2.7192, 2.0301], [6.2132, 1.9694, 4.0035], [5.6562, -0.1809, 5.0975], [3.8345, -1.5861, 4.1998], [1.4257, 4.1873, 3.2809], [0.7417, 2.4878, 3.7984], [1.8036, 1.9901, 5.3105], [-1.0017, 2.8090, 4.4640], [0.7746, 1.4059, 2.6387], [1.7669, 4.7584, 4.1510], [0.6757, 4.7880, 2.7582], [2.2756, 4.0598, 2.6040], [1.2901, 2.2169, 6.2505], [2.7573, 2.5275, 5.3132], [2.0371, 0.9224, 5.3055], [-0.9911, 3.3464, 5.4183], [-1.5220, 1.8573, 4.6086], [-1.5946, 3.3918, 3.7535]], "mulliken_charge": [2.53, 0.30, 1.69, -0.59, 0.37, -0.36, -1.07, -0.84, -0.52, 1.19, -0.47, 0.36, -1.11, -0.62, -1.12, -0.61, 1.03, 0.15, -0.35, -1.19, -0.68, -0.74, 0.68, 0.16, -0.87, -0.99, 0.32, 0.50, 0.38, 0.44, 0.15, -0.08, 0.10, 0.42, 0.38, 0.48, 0.46, 0.38, 0.32, 0.45, 0.10, -0.37, 0.02, -0.06, -0.48, 0.35, -0.40, -0.18, -0.36, -0.77, -1.23, 0.18, -0.33, -0.07, -0.55, -0.21, -0.70, 0.26, 0.07, 0.16, -0.64, -0.54, -0.52, -0.39, 0.69, 0.58, -0.86, -0.40, -0.86, -0.74, -1.01, 1.60, 0.05, -0.20, -0.88, -0.65, -1.25, 1.04, 0.19, 0.80, -0.48, 0.36, 0.31, 0.37, 0.37, 0.24, 0.24, 0.43, 0.37, 0.37, 0.39, 0.09, 0.42, 0.33, 0.49, 0.62, -0.08, 0.40, 0.31, 0.47, 0.38, -1.44, 1.29, -1.07, -1.40, -1.03, 0.40, 0.31, 0.29, 0.43, 0.32, 0.10, 0.41, 0.25, 0.29], "charge": -2, "homo_ha": [0.0077, -0.0537], "spin_multiplicity": 2, "total_energy_ev": -197045.6608}



(3)
{"formula": "C4H5N3", "method": "the ωB97M-V functional and the def2-TZVPD basis", "elements": ["C", "N", "C", "C", "N", "C", "N", "H", "H", "H", "H", "H"], "positions_angstrom": [[1.2843, 0.7313, -0.8754], [0.6002, -0.3880, -0.2488], [-0.7191, -0.1246, 0.2856], [-1.7087, -1.0781, -0.2788], [-2.4602, -1.8066, -0.7682], [-0.7688, -0.1687, 1.7658], [-0.7425, -0.2182, 2.9205], [0.6095, 1.2015, -1.5967], [2.1340, 0.3420, -1.4429], [1.6384, 1.5003, -0.1732], [1.1777, -0.8716, 0.4265], [-1.0448, 0.8805, -0.0142]], "mulliken_charge": [-0.91, -0.40, 0.62, -0.07, -0.37, 0.06, -0.38, 0.35, 0.31, 0.32, 0.28, 0.20], "homo_ha": -0.3780, "smiles": "CNC(C#N)C#N", "total_energy_ev": -8697.7843}